(1)
The following is a quantum chemistry calculation of an isolated molecule of C3H8N2O in a non-equilibrium geometry, from OMol25.

The value obtained for the largest force on an atom is 5.69 eV/Å. As for the relative energy (zero: lowest compared OMol25 entry of this formula, charge and spin): 2.6549 eV. The SMILES is [H]/N=C(\C)[C@@H](N)O. The calculated total energy comes out at -303.79456 Eh.

Each line ends with the Löwdin charge.
Atoms and positions in Å:
C (0.99203, 0.55790, 0.14935)  -0.431
C (-1.37149, 0.03823, -1.21134)  -0.040
C (-0.55046, -0.08328, 0.02501)  -0.322
N (1.47456, 0.17037, 1.40137)  0.016
O (1.27825, -0.27136, -0.94335)  -0.104
N (-0.92805, -0.60037, 1.14157)  0.083
H (-1.78293, -1.15186, 1.09388)  0.068
H (2.01895, 0.89460, 1.85091)  0.065
H (0.54436, -0.30348, 1.91759)  0.120
H (1.12887, 1.58870, -0.20013)  0.140
H (1.88787, -1.04690, -0.61803)  0.161
H (-2.36353, -0.38932, -1.07895)  0.075
H (-1.46599, 1.08334, -1.50321)  0.086
H (-0.86243, -0.48658, -2.02466)  0.082



(2)
The following is a quantum chemistry calculation of a cluster of 2 separate species, C3H8N2O in total in a non-equilibrium geometry, from OMol25.

The value obtained for the largest force on an atom is 4.83 eV/Å. As for the relative energy (zero: lowest compared OMol25 entry of this formula, charge and spin): 3.1669 eV. The SMILES is [H]/N=C\C.NC=O. The calculated total energy comes out at -303.77575 Eh.

Each line ends with the Löwdin charge.
Atoms and positions in Å:
C (0.26550, 1.90430, -0.86716)  -0.085
C (0.35346, 0.39506, -0.87473)  -0.463
N (1.36664, -0.25624, -1.36489)  0.021
H (2.03189, 0.36232, -1.83017)  0.026
H (-0.72678, -0.11482, -1.03263)  0.127
H (0.13879, 2.29638, -1.87731)  0.075
H (-0.56277, 2.24767, -0.24476)  0.065
H (1.20181, 2.30882, -0.47598)  0.076
N (-0.98138, -1.84431, 1.94089)  0.140
C (-0.48658, -1.21829, 0.84919)  -0.295
O (-0.09667, -0.00932, 0.97235)  -0.048
H (-1.04363, -2.84844, 1.99744)  0.105
H (-1.38565, -1.29574, 2.68505)  0.113
H (-0.07463, -1.92739, 0.12272)  0.140



> Which value of relative energy (zero: lowest compared OMol25 entry of this formula, charge and spin) does entry 2 give?

3.1669 eV